[1]
The following is a quantum chemistry calculation of a molecular structure, C21H44O15Zn in a non-equilibrium geometry, from the Open Molecules 2025 dataset.

Geometry (Å):
Zn  -1.263  2.144  -0.022
O  -3.173  2.060  -0.074
H  -3.793  1.366  0.088
O  -0.798  0.366  0.637
H  -0.871  -0.570  0.531
C  -0.919  5.159  3.193
O  -1.875  4.163  3.554
C  -1.717  2.963  2.968
O  -1.135  2.789  1.935
O  -2.411  2.059  3.621
C  -2.495  0.716  3.058
H  0.085  4.765  3.351
H  -1.104  6.065  3.754
H  -1.019  5.392  2.129
H  -1.516  0.244  3.095
H  -2.865  0.810  2.041
H  -3.159  0.089  3.641
C  0.237  2.839  -4.217
O  -0.282  1.510  -4.234
C  -0.700  1.024  -3.086
O  -0.826  1.660  -2.076
O  -0.864  -0.257  -3.234
C  -1.615  -0.965  -2.245
H  1.242  2.765  -3.781
H  -0.325  3.570  -3.639
H  0.374  3.223  -5.222
H  -1.071  -1.846  -1.931
H  -2.612  -1.190  -2.641
H  -1.885  -0.325  -1.397
C  5.785  -3.105  -2.646
O  4.437  -3.028  -2.221
C  4.098  -1.857  -1.710
O  4.865  -0.968  -1.477
O  2.792  -1.875  -1.467
C  2.243  -0.621  -1.136
H  6.468  -3.099  -1.800
H  5.954  -2.254  -3.303
H  5.940  -4.023  -3.202
H  2.603  -0.134  -0.234
H  1.208  -0.786  -0.819
H  2.246  0.036  -1.999
C  1.952  -1.696  3.834
C  1.496  -0.283  3.550
O  0.885  0.339  4.370
C  1.882  0.303  2.214
H  1.638  -2.381  3.057
H  1.558  -2.000  4.800
H  3.044  -1.650  3.876
H  1.452  -0.288  1.417
H  2.981  0.296  2.235
H  1.555  1.332  2.193
C  2.876  3.008  -1.237
C  1.934  3.086  -0.066
O  0.777  2.775  -0.167
C  2.530  3.502  1.252
H  2.548  3.786  -1.935
H  2.737  2.072  -1.770
H  3.906  3.133  -0.922
H  3.143  4.384  1.071
H  3.158  2.676  1.594
H  1.751  3.621  2.000
C  -0.038  -5.249  -2.080
C  -1.075  -4.280  -1.584
O  -1.980  -3.939  -2.290
C  -0.951  -3.775  -0.160
H  0.221  -6.068  -1.411
H  0.868  -4.670  -2.299
H  -0.353  -5.665  -3.036
H  -0.075  -4.208  0.315
H  -1.853  -4.092  0.352
H  -0.825  -2.695  -0.238
C  -3.760  -1.996  0.278
C  -4.839  -1.189  0.978
O  -4.896  -1.021  2.150
C  -5.811  -0.499  0.055
H  -3.998  -3.033  0.508
H  -2.802  -1.648  0.657
H  -3.796  -1.798  -0.790
H  -5.257  0.191  -0.581
H  -6.590  -0.018  0.640
H  -6.274  -1.236  -0.608

Forces on the atoms, in the same order (eV/Å):
Zn -0.947 -2.158 0.385
O 0.406 1.524 -0.552
H 0.047 -0.568 0.183
O 0.919 0.215 0.230
H -0.215 -0.436 -0.356
C 0.080 -0.401 -1.041
O 0.289 -0.326 0.547
C -2.032 -0.111 0.770
O 1.419 0.550 -0.578
O 0.060 0.151 0.526
C 0.325 -0.001 -0.262
H 0.035 0.217 0.197
H -0.132 -0.155 0.356
H 0.015 0.010 0.057
H 0.097 0.299 -0.300
H 0.241 -0.117 0.024
H -0.332 0.619 0.356
C 1.194 0.237 0.501
O -0.040 0.802 -1.069
C 0.382 -0.083 0.081
O -0.214 0.838 0.255
O -0.338 -0.926 -0.237
C -1.302 0.716 0.676
H -0.183 0.220 0.008
H -0.372 -0.379 0.069
H -0.361 -0.448 -0.244
H -0.084 0.247 -0.348
H 0.519 -0.535 -0.498
H 0.774 0.047 0.053
C 0.471 0.229 -0.311
O -0.436 -0.824 -0.147
C 0.133 -0.462 0.279
O 0.078 0.774 0.013
O 0.110 -0.128 0.090
C -1.631 0.514 0.685
H 0.015 0.209 0.048
H 0.450 -0.019 0.045
H -0.375 -0.132 0.022
H 1.041 -0.107 -0.317
H -0.109 -0.206 -0.562
H 0.128 0.123 -0.062
C 0.167 0.485 0.246
C 0.008 -0.557 -0.630
O -0.517 0.686 0.723
C 0.571 -0.007 1.140
H 0.050 -0.169 -0.230
H 0.020 -0.089 0.004
H -0.023 -0.333 -0.052
H -0.014 0.119 -0.158
H -0.038 -0.177 -0.486
H -0.390 -0.026 -0.240
C -0.523 0.188 -0.109
C 0.835 -0.308 0.574
O -0.811 0.208 -0.414
C -0.220 -0.191 -0.316
H 0.348 0.120 0.047
H 0.071 -0.129 0.118
H 0.116 0.086 -0.202
H 0.043 0.065 0.373
H 0.278 0.166 -0.127
H -0.011 0.333 -0.050
C 0.378 0.082 -0.799
C 0.492 -1.025 0.660
O -0.782 0.342 -0.485
C 0.511 -0.387 -0.720
H -0.062 0.198 0.283
H 0.065 -0.105 0.257
H -0.144 0.002 0.051
H 0.048 0.030 0.179
H -0.054 0.390 0.246
H -0.280 -0.019 0.520
C -0.581 0.531 0.357
C 0.017 0.588 -2.146
O 0.107 -0.250 1.992
C -0.350 -0.514 -0.001
H 0.473 -0.145 -0.149
H 0.081 -0.348 0.202
H -0.013 -0.338 -0.056
H -0.119 0.188 -0.041
H 0.072 0.260 -0.080
H 0.056 0.029 -0.055

The calculation puts the HOMO energy at -8.00 eV. As for the gap between HOMO and LUMO: 8.19 eV. As for the electronic energy: -3734.46207 a.u. The spin multiplicity is 1. Its charge is 0.

Atom charges from the Mulliken analysis, given in e for atoms 1 to 2: 1.338, -0.965



[2]
The following is a quantum chemistry calculation of a molecular structure, C21H45AsCaF7O15S5 in a non-equilibrium geometry, from the Open Molecules 2025 dataset.

Geometry (Å):
Ca  -0.226  1.489  -1.871
As  0.074  -0.617  1.505
F  0.111  -1.130  3.136
F  1.522  -1.463  1.151
F  0.043  -0.119  -0.194
F  -1.344  0.330  1.785
F  1.016  0.792  1.868
F  -0.876  -1.976  1.048
O  -0.591  2.975  -0.049
S  -0.595  4.113  0.834
O  -0.081  5.346  0.351
O  -2.125  4.279  1.170
C  -2.461  5.281  2.149
C  -3.838  5.821  1.819
C  0.109  3.691  2.373
H  -1.738  6.103  2.099
H  -2.396  4.946  3.187
H  -4.214  6.466  2.609
H  -4.533  4.977  1.764
H  -3.832  6.315  0.851
H  -0.584  3.017  2.870
H  0.278  4.608  2.928
H  1.050  3.199  2.150
O  2.473  -1.174  -4.662
S  2.708  -0.196  -3.654
O  1.572  0.394  -2.991
O  3.604  -0.790  -2.510
C  3.846  -2.212  -2.417
C  3.374  -2.719  -1.080
C  3.756  1.078  -4.293
H  4.919  -2.370  -2.535
H  3.375  -2.780  -3.216
H  2.314  -2.479  -0.957
H  3.884  -2.250  -0.238
H  3.515  -3.795  -0.998
H  4.741  0.943  -3.859
H  3.362  2.045  -3.997
H  3.774  0.921  -5.367
O  -2.461  0.902  -1.069
S  -3.889  1.075  -0.992
O  -4.562  1.798  -2.009
O  -4.539  -0.340  -0.956
C  -3.984  -1.293  -0.023
C  -4.669  -2.620  -0.249
C  -4.288  1.764  0.582
H  -4.141  -0.975  1.012
H  -2.906  -1.387  -0.152
H  -4.184  -3.401  0.340
H  -4.602  -2.947  -1.286
H  -5.705  -2.570  0.084
H  -5.233  1.335  0.908
H  -4.431  2.829  0.415
H  -3.494  1.565  1.296
O  -0.895  -0.581  -2.653
S  -1.400  -1.793  -3.213
O  -2.801  -1.955  -3.344
O  -0.724  -1.895  -4.601
C  -0.840  -3.146  -5.350
C  0.384  -4.003  -5.228
C  -0.749  -3.129  -2.273
H  -0.916  -2.803  -6.381
H  -1.800  -3.616  -5.139
H  0.127  -4.969  -5.680
H  0.775  -4.202  -4.236
H  1.160  -3.608  -5.883
H  -1.074  -4.050  -2.754
H  -1.189  -3.085  -1.278
H  0.332  -3.032  -2.241
O  2.876  3.517  0.632
S  3.111  2.321  -0.088
O  2.021  1.642  -0.699
O  4.116  2.618  -1.263
C  5.169  3.580  -0.993
C  5.947  3.815  -2.249
C  3.970  1.137  0.881
H  5.766  3.268  -0.131
H  4.736  4.519  -0.640
H  5.309  4.254  -3.013
H  6.425  2.911  -2.634
H  6.779  4.486  -2.031
H  4.914  1.544  1.222
H  4.053  0.258  0.242
H  3.264  0.846  1.661
F  -0.510  -1.462  7.474
C  -1.154  -2.557  7.009
C  -1.331  -2.712  5.655
C  -2.016  -3.829  5.198
C  -2.439  -4.807  6.085
C  -2.241  -4.642  7.450
C  -1.651  -3.470  7.913
H  -0.984  -1.948  4.973
H  -2.100  -3.976  4.129
H  -2.971  -5.665  5.691
H  -2.676  -5.340  8.152
H  -1.674  -3.239  8.971

Forces on the atoms, in the same order (eV/Å):
Ca 0.093 -0.916 1.329
As -0.066 0.214 0.339
F 0.018 0.016 0.118
F 0.405 -0.280 -0.102
F -0.084 0.205 -0.269
F -0.290 0.032 -0.054
F 0.195 0.257 0.122
F -0.256 -0.306 -0.143
O 0.123 -0.280 -0.466
S -0.322 0.311 -0.091
O 0.256 0.124 -0.088
O -0.065 -0.303 0.344
C -0.092 1.658 0.370
C -0.106 -0.891 -0.015
C 0.053 -0.142 -0.028
H 0.025 -0.114 -0.291
H -0.114 -0.749 -0.263
H 0.181 0.218 -0.063
H -0.037 0.093 -0.050
H -0.043 0.178 0.068
H 0.129 -0.118 0.074
H -0.036 0.022 0.051
H 0.050 -0.030 0.091
O -0.117 -0.182 -0.134
S 0.148 -0.013 0.399
O -0.040 0.382 -0.542
O -0.077 0.093 -0.175
C 0.652 -1.046 0.282
C -0.445 0.357 0.251
C -0.031 -0.106 0.141
H 0.003 0.269 -0.001
H -0.239 0.422 -0.196
H 0.051 -0.169 0.062
H 0.111 0.021 -0.094
H 0.009 -0.033 -0.103
H 0.051 -0.011 -0.074
H -0.039 0.045 -0.103
H 0.032 0.215 -0.046
O 0.536 0.486 -0.246
S -0.482 0.004 0.271
O 0.013 0.204 -0.306
O 0.007 -0.036 0.097
C 0.379 -0.942 0.417
C -0.049 -0.203 0.115
C -0.128 0.056 0.058
H -0.121 0.267 -0.129
H -0.040 0.234 -0.257
H 0.082 0.182 0.154
H -0.137 0.230 -0.084
H -0.070 -0.057 -0.242
H -0.010 -0.030 -0.014
H 0.177 0.025 0.045
H 0.042 -0.012 -0.029
O 0.159 0.642 -0.211
S -0.181 -0.574 0.350
O -0.677 -0.122 0.040
O 0.548 -0.171 -0.259
C -0.369 0.531 -0.530
C 0.120 -0.677 -0.823
C -0.215 -0.061 -0.107
H -0.044 0.004 0.014
H 0.129 -0.079 0.406
H 0.007 -0.016 0.170
H -0.119 0.190 0.085
H 0.219 0.159 0.371
H 0.141 -0.038 0.021
H 0.094 0.190 0.049
H 0.033 -0.064 0.096
O -0.169 0.724 0.558
S 0.723 -0.520 0.216
O -0.846 -0.029 -0.734
O 0.141 0.097 -0.216
C 0.078 0.793 0.707
C 0.513 -0.287 -0.104
C -0.720 -0.338 -0.307
H 0.168 -0.475 -0.349
H -0.342 -0.119 -0.276
H 0.075 0.027 -0.062
H -0.245 -0.099 0.004
H -0.175 0.213 -0.010
H 0.037 -0.091 0.176
H 0.378 0.089 -0.051
H 0.261 0.257 0.259
F -0.142 -0.039 -0.066
C -0.103 0.010 0.145
C -0.073 0.260 -0.244
C 0.638 -0.164 -0.027
C -0.133 -0.112 -0.149
C -0.489 0.616 -0.273
C -0.216 -0.320 0.436
H 0.110 -0.064 0.006
H -0.257 0.044 0.018
H 0.096 -0.097 0.148
H 0.157 -0.082 0.036
H 0.401 -0.056 -0.012

The calculation puts the HOMO energy at -10.35 eV. As for the gap between HOMO and LUMO: 7.71 eV. As for the electronic energy: -7559.20026 a.u. The spin multiplicity is 1. Its charge is +1.

Atom charges from the Mulliken analysis, given in e for atoms 1 to 2: 2.030, 2.110



> The highest charge belongs to which entry?

C21H45AsCaF7O15S5